Entry from the Open Molecules 2025 dataset: the molecule C4H5NOS2 (ωB97M-V/def2-TZVPD).

Structure (ORCA input):
```
! wB97M-V def2-TZVPD RIJCOSX def2/J DEFGRID3
* xyz 0 1
N 0.04911 -2.49070 -1.10457
C 0.49098 -1.26046 -1.12174
C 0.07920 -0.22945 -0.28427
C 0.78107 1.07143 -0.34485
S 2.01510 1.53735 -1.30031
C -0.94645 -0.47280 0.71075
O -1.45350 -1.55645 0.99397
S -1.41496 0.96829 1.74061
H -0.63658 -2.79576 -0.42130
H 0.48901 -3.15901 -1.66615
H 1.24672 -0.94933 -1.84248
H 0.34901 1.80656 0.35832
H -2.19502 0.24146 2.54785
*
```

Properties
- molecular weight (g/mol) = 147.22
- gap between HOMO and LUMO (eV) = 8.26
- E (a.u.) = -1081.77795
- relative energy (zero: lowest compared OMol25 entry of this formula, charge and spin) (eV) = 0.417
- E_HOMO (eV) = -8.63
- E_LUMO (eV) = -0.369

Atomic partial charges in e from the natural (NBO) method, atoms 1 to 8: N -0.70; C 0.21; C -0.41; C -0.24; S -0.03; C 0.45; O -0.62; S -0.08


Entry from the Open Molecules 2025 dataset: a structure of composition C25H32BrFeN9S (ωB97M-V/def2-TZVPD).

Structure (ORCA input):
```
! wB97M-V def2-TZVPD RIJCOSX def2/J DEFGRID3
* xyz 3 2
Fe 1.27010 0.40175 0.16776
N 3.41494 -3.21268 0.45866
C 3.03149 -1.93943 0.48803
S 2.28512 -1.24137 -0.96639
N 3.17759 -1.22458 1.58351
N 2.85865 0.07559 1.23048
C 3.72902 1.00054 1.32699
C 3.52796 2.13724 0.42370
C 4.39246 3.21003 0.36328
C 4.32385 4.05867 -0.73865
C 3.42796 3.76172 -1.74862
C 2.56571 2.68285 -1.59588
N 2.57013 1.90613 -0.51448
H 3.33784 -3.75069 -0.38886
H 3.99183 -3.57678 1.20326
H 4.66462 0.82907 1.85095
H 5.13689 3.35100 1.13555
H 4.99188 4.90556 -0.82098
H 3.39437 4.34504 -2.65796
H 1.86871 2.42404 -2.38002
N -3.85912 0.69962 0.96110
C -2.36117 0.56720 1.18942
C -2.10563 -0.76180 1.87505
C -0.67217 -0.88028 2.38228
N 0.32916 -1.01136 1.28366
C -0.31070 0.27846 3.29583
C -0.48528 1.61981 2.59946
N 0.62418 1.81850 1.61256
C -1.88688 1.77185 1.99551
H -4.22118 -0.08877 0.41685
H -4.09971 1.56030 0.46247
H -4.36737 0.71070 1.85140
H -1.91869 0.55876 0.19630
H -2.33567 -1.59016 1.19937
H -2.75385 -0.86359 2.75238
H -0.62514 -1.80960 2.95324
H -0.04908 -1.63206 0.56648
H 1.12803 -1.48952 1.70548
H 0.71545 0.16986 3.65783
H -0.94738 0.25011 4.18191
H -0.38823 2.41271 3.34386
H 1.47098 1.80932 2.18083
H 0.57097 2.77611 1.27688
H -1.94684 2.68388 1.39416
H -2.55769 1.91770 2.84919
Br -2.89072 -7.39729 -1.35603
C -2.32403 -5.61406 -1.34088
C -1.24308 -5.23884 -0.54976
C -0.83619 -3.91691 -0.52609
C -1.48507 -2.96567 -1.31162
C -2.56637 -3.35164 -2.10164
C -2.98817 -4.67071 -2.11535
N -1.06658 -1.60934 -1.23649
C -1.04432 -0.91842 -2.29650
C -0.82461 0.54790 -2.29828
C -1.34850 1.21823 -3.39794
C -1.41209 2.60134 -3.41630
C -0.93310 3.27817 -2.30914
C -0.34924 2.54621 -1.29095
N -0.25538 1.20839 -1.25423
H -0.72589 -5.98444 0.03798
H 0.03064 -3.63136 0.05984
H -3.09257 -2.61508 -2.69825
H -3.82972 -4.96911 -2.72491
H -1.30243 -1.35410 -3.26426
H -1.73751 0.63617 -4.22298
H -1.83093 3.13125 -4.26153
H -0.96513 4.35701 -2.24443
H 0.11288 3.09082 -0.48404
*
```

Properties
- molecular weight (g/mol) = 626.41
- gap between HOMO and LUMO (alpha / beta) (eV) = 6.18 / 6.00
- E (a.u.) = -5699.70058
- E_HOMO (alpha / beta) (eV) = -15.23 / -15.23
- E_LUMO (alpha / beta) (eV) = -9.055 / -9.232
- expectation value of S² = 0.79

Atomic partial charges in e from the natural (NBO) method, atoms 1 to 8: Fe 1.01; N -0.75; C 0.30; S -0.02; N -0.43; N -0.23; C 0.10; C 0.11


Entry from the Open Molecules 2025 dataset: a structure of composition C28H29CoFN5OSSi (ωB97M-V/def2-TZVPD).

Structure (ORCA input):
```
! wB97M-V def2-TZVPD RIJCOSX def2/J DEFGRID3
* xyz 0 5
Co 0.71117 -0.76860 -0.79595
C -2.46438 2.74796 -1.93610
Si -1.39407 1.25115 -2.33579
C -0.70973 1.43919 -4.07451
C -2.56459 -0.23151 -2.35140
N -0.13794 0.99821 -1.17070
C 0.62507 2.02598 -0.67004
C 0.78219 3.30740 -1.23318
C 1.58690 4.27757 -0.65519
C 2.29349 4.02784 0.51244
C 2.18076 2.77270 1.10045
C 1.36751 1.84198 0.50898
F 1.26360 0.60433 1.11411
H -3.29124 2.78756 -2.65125
H -1.94088 3.70251 -1.98437
H -2.89875 2.65777 -0.93788
H -1.52005 1.54059 -4.80189
H -0.12981 0.55117 -4.33825
H -0.05364 2.30522 -4.18010
H -3.59514 0.13202 -2.38707
H -2.46675 -0.88129 -1.48183
H -2.39981 -0.84708 -3.23789
H 0.27495 3.52994 -2.16268
H 1.67208 5.24340 -1.13780
H 2.92976 4.78295 0.95202
H 2.71927 2.50933 2.00139
C 1.04803 -3.76550 0.35849
N 1.65837 -2.55904 -0.13501
C 2.91530 -2.58340 -0.46715
C 3.49262 -1.45448 -1.07362
C 4.79831 -1.15613 -1.48886
C 4.74129 0.12271 -2.03134
C 3.40046 0.53711 -1.93177
N 2.65135 -0.40469 -1.35974
C 0.77429 -3.74762 1.85126
C 1.08249 -2.64371 2.63206
C 0.81784 -2.66171 3.99501
C 0.24590 -3.77869 4.58350
C -0.05641 -4.88953 3.80629
C 0.21147 -4.87386 2.44710
H 1.69660 -4.62509 0.14473
H -1.05164 -3.91820 0.24368
H 3.51682 -3.47898 -0.30109
H 5.66341 -1.79379 -1.39180
H 5.55412 0.69270 -2.45102
H 2.97063 1.47681 -2.24878
H 1.52124 -1.76875 2.17297
H 1.05837 -1.79520 4.59746
H 0.04075 -3.78770 5.64608
H -0.49307 -5.76878 4.26180
H -0.01144 -5.74501 1.84046
N -1.14213 -1.29928 0.79896
C -1.77896 -0.37653 1.05469
C -2.54144 0.80418 1.32365
C -1.89711 1.94622 1.79333
C -2.63800 3.09632 2.00416
C -4.00389 3.10206 1.75497
C -4.64078 1.95965 1.28834
C -3.91184 0.80365 1.06598
H -0.83042 1.93340 1.96949
H -2.14307 3.99192 2.35456
H -4.57590 4.00621 1.91712
H -5.70348 1.97125 1.08780
H -4.38945 -0.08976 0.68751
O -0.19604 -2.16991 -2.19775
S -0.46120 -3.62095 -1.92294
N -0.23332 -3.99620 -0.34608
*
```

Properties
- molecular weight (g/mol) = 589.66
- gap between HOMO and LUMO (alpha / beta) (eV) = 7.26 / 5.72
- E (a.u.) = -3603.76120
- relative energy (zero: lowest compared OMol25 entry of this formula, charge and spin) (eV) = 0.000
- E_HOMO (alpha / beta) (eV) = -7.12 / -7.20
- E_LUMO (alpha / beta) (eV) = 0.143 / -1.474
- expectation value of S² = 6.01

Atomic partial charges in e from the natural (NBO) method, atoms 1 to 8: Co 1.50; C -1.13; Si 1.83; C -1.14; C -1.13; N -1.27; C 0.11; C -0.23


Entry from the Open Molecules 2025 dataset: the molecule C5H12N2O (ωB97M-V/def2-TZVPD).

Structure (ORCA input):
```
! wB97M-V def2-TZVPD RIJCOSX def2/J DEFGRID3
* xyz 0 1
C -1.38176 -1.61923 1.41480
C -1.40837 -0.17345 0.88308
N 0.10556 0.18851 0.78776
C 0.17915 0.96980 2.11820
C 0.46381 1.12859 -0.32486
C 0.64601 0.19957 -1.60616
N 1.31068 -0.94364 -1.25625
O 0.24434 0.47681 -2.73542
H -1.90725 -2.36860 0.77602
H -1.60810 -1.70662 2.49120
H -0.38373 -1.99194 1.29993
H -1.76364 -0.23146 -0.06970
H -1.93384 0.44758 1.58459
H -0.82622 1.59268 2.19628
H 0.29012 0.31925 2.86894
H 1.03383 1.67848 2.18735
H 1.38114 1.48759 -0.05992
H -0.36700 1.88013 -0.58721
H 1.55435 -1.55899 -2.04917
H 1.66896 -1.10846 -0.38593
*
```

Properties
- molecular weight (g/mol) = 116.16
- gap between HOMO and LUMO (eV) = 10.20
- E (a.u.) = -382.40471
- relative energy (zero: lowest compared OMol25 entry of this formula, charge and spin) (eV) = 2.662
- E_HOMO (eV) = -9.26
- E_LUMO (eV) = 0.944

Atomic partial charges in e from the natural (NBO) method, atoms 1 to 8: C -0.63; C -0.24; N -0.44; C -0.41; C -0.32; C 0.67; N -0.82; O -0.61


Entry from the Open Molecules 2025 dataset: the molecule C3H6FN3 (ωB97M-V/def2-TZVPD).

Structure (ORCA input):
```
! wB97M-V def2-TZVPD RIJCOSX def2/J DEFGRID3
* xyz 0 1
N -2.52585 -0.18535 -0.72367
N -2.07409 0.95571 -0.01746
C -0.79275 1.12370 0.32481
N 0.05693 0.18004 0.12261
C 1.40032 0.39154 0.36087
C 2.33542 -0.53114 0.12872
F 1.84753 -1.76384 -0.11343
H -2.76198 -0.81121 0.10491
H -1.68117 -0.63023 -1.11648
H -2.63213 1.74495 -0.21703
H -0.65226 2.16697 0.77946
H 1.84301 1.33101 0.65039
H 3.39988 -0.48433 0.26287
*
```

Properties
- molecular weight (g/mol) = 103.10
- gap between HOMO and LUMO (eV) = 9.06
- E (a.u.) = -381.96870
- relative energy (zero: lowest compared OMol25 entry of this formula, charge and spin) (eV) = 1.716
- E_HOMO (eV) = -8.11
- E_LUMO (eV) = 0.945

Atomic partial charges in e from the natural (NBO) method, atoms 1 to 8: N -0.64; N -0.43; C 0.29; N -0.56; C -0.12; C 0.19; F -0.34; H 0.35


Entry from the Open Molecules 2025 dataset: a structure of composition C21H29Cl2GeN5RbS (ωB97M-V/def2-TZVPD).

Structure (ORCA input):
```
! wB97M-V def2-TZVPD RIJCOSX def2/J DEFGRID3
* xyz -1 1
Rb 0.71567 1.76251 -0.56829
N 3.74472 5.67953 -1.53666
C 2.75666 4.77214 -1.83786
S 3.25732 3.27881 -2.48703
N 1.54495 5.25356 -1.63167
N 0.49735 4.43159 -1.64939
C -0.64430 5.00625 -1.76597
C -1.91445 4.31431 -1.62180
C -3.09454 5.07427 -1.65776
C -4.31260 4.45823 -1.46320
C -4.34371 3.08895 -1.23367
C -3.13482 2.41127 -1.22533
N -1.95649 2.98785 -1.41888
H 4.66696 5.29862 -1.43564
H 3.47794 6.43853 -0.92930
H -0.69278 6.08700 -1.91579
H -3.03057 6.14149 -1.82722
H -5.22767 5.03748 -1.48016
H -5.27628 2.56820 -1.06533
H -3.11677 1.33950 -1.04936
C -2.31087 -5.62682 -1.17778
C -2.01001 -4.13063 -1.19837
C -1.24101 -3.67596 0.03932
C -0.91486 -2.18094 0.05484
Ge 0.39463 -1.46870 -1.30939
C 2.25494 -1.92162 -0.66240
C 2.60316 -3.35151 -0.22734
C 3.09459 -4.28687 -1.33348
C 1.99248 -4.83460 -2.23686
H -2.81255 -5.94262 -2.09390
H -2.95521 -5.88221 -0.33351
H -1.38672 -6.20092 -1.08114
H -2.94650 -3.56846 -1.26414
H -1.42665 -3.88777 -2.08861
H -0.32500 -4.26569 0.12114
H -1.84030 -3.90220 0.92827
H -0.48183 -1.89747 1.01841
H -1.84048 -1.60619 -0.03906
H 0.16563 -2.38412 -2.57771
H 2.37715 -1.26574 0.20517
H 2.96950 -1.57136 -1.41218
H 1.75796 -3.81608 0.28617
H 3.40107 -3.27281 0.51679
H 3.60659 -5.12994 -0.85980
H 3.83963 -3.76210 -1.93881
H 1.27339 -5.41132 -1.64901
H 2.41043 -5.49298 -3.00053
H 1.45419 -4.02825 -2.73208
Cl 2.42835 -0.23653 3.22967
C 1.31299 0.79174 4.06542
C 1.37749 0.88229 5.43260
C 0.48686 1.70698 6.12205
C -0.47214 2.43998 5.42094
C -0.54499 2.35213 4.05388
Cl -1.73700 3.27076 3.20113
C 0.34627 1.52082 3.24257
N 0.28515 1.44137 1.95643
H 2.12340 0.30910 5.97017
H 0.54074 1.77690 7.20026
H -1.16708 3.08026 5.95116
*
```

Properties
- molecular weight (g/mol) = 612.55
- gap between HOMO and LUMO (alpha / beta) (eV) = 5.95 / 5.01
- E (a.u.) = -4510.89665
- relative energy (zero: lowest compared OMol25 entry of this formula, charge and spin) (eV) = 0.911
- E_HOMO (alpha / beta) (eV) = -3.71 / -4.11
- E_LUMO (alpha / beta) (eV) = 2.241 / 0.897

Atomic partial charges in e from the Löwdin method, atoms 1 to 8: Rb 0.63; N 0.02; C -0.99; S 0.38; N -0.07; N -0.09; C -0.14; C -0.27


The lowest molecular weight belongs to which entry?
C3H6FN3